Arrangement 1

Molecular formula: C72H198N18O18
Method: DFT, ωB97M-V with the def2-TZVPD basis set

Summary:
- multiplicity = 1
- LUMO (eV) = 0.35
- net charge = 0

Cartesian coordinates (Å):
C (-4.25, -0.78, -4.31)
C (-3.72, -1.51, -3.05)
C (-4.67, -1.53, -1.93)
O (-4.01, -2.11, -0.84)
C (-4.92, -2.32, 0.19)
N (-3.23, -2.77, -3.56)
H (-3.57, -0.79, -5.16)
H (-4.43, 0.28, -4.14)
H (-5.22, -1.21, -4.57)
H (-2.81, -0.96, -2.80)
H (-5.56, -2.09, -2.22)
H (-5.04, -0.52, -1.73)
H (-4.43, -2.98, 0.91)
H (-5.88, -2.71, -0.14)
H (-5.14, -1.35, 0.63)
H (-4.04, -3.32, -3.81)
H (-2.78, -3.33, -2.85)
C (-4.74, -2.66, -7.56)
C (-4.07, -3.83, -6.84)
C (-4.04, -5.18, -7.58)
O (-3.72, -6.21, -6.59)
C (-4.92, -6.59, -5.87)
N (-2.75, -3.39, -6.46)
H (-4.97, -1.84, -6.89)
H (-5.73, -3.00, -7.84)
H (-4.20, -2.27, -8.43)
H (-4.65, -3.83, -5.91)
H (-3.26, -5.12, -8.34)
H (-4.91, -5.38, -8.20)
H (-4.61, -7.33, -5.14)
H (-5.69, -7.07, -6.48)
H (-5.41, -5.73, -5.40)
H (-2.29, -4.19, -6.05)
H (-2.84, -2.74, -5.69)
C (0.85, -0.73, -4.34)
C (0.72, -2.20, -4.78)
C (2.09, -2.98, -4.86)
O (3.05, -2.24, -5.60)
C (4.02, -3.05, -6.30)
N (-0.18, -2.99, -3.94)
H (1.50, -0.59, -3.48)
H (-0.07, -0.16, -4.19)
H (1.35, -0.18, -5.15)
H (0.42, -2.10, -5.82)
H (1.89, -3.98, -5.25)
H (2.54, -3.26, -3.90)
H (4.72, -3.62, -5.69)
H (4.50, -2.41, -7.03)
H (3.48, -3.71, -6.98)
H (-0.29, -3.88, -4.40)
H (-1.10, -2.59, -3.92)
C (-0.27, 0.15, -1.28)
C (-0.83, 0.01, 0.18)
C (0.12, -0.71, 1.17)
O (1.27, 0.07, 1.38)
C (2.25, -0.52, 2.22)
N (-0.97, 1.38, 0.62)
H (-0.35, -0.78, -1.84)
H (0.72, 0.61, -1.25)
H (-0.81, 0.86, -1.91)
H (-1.82, -0.44, 0.14)
H (0.51, -1.65, 0.77)
H (-0.46, -0.96, 2.06)
H (1.83, -0.86, 3.17)
H (3.01, 0.22, 2.49)
H (2.82, -1.28, 1.70)
H (-0.07, 1.76, 0.87)
H (-1.21, 2.00, -0.14)
C (0.26, 7.02, -4.75)
C (1.42, 6.44, -3.96)
C (2.53, 7.46, -3.55)
O (3.60, 6.79, -2.97)
C (4.64, 7.62, -2.48)
N (0.73, 5.92, -2.76)
H (0.63, 7.50, -5.66)
H (-0.26, 7.77, -4.16)
H (-0.51, 6.26, -4.93)
H (1.77, 5.62, -4.59)
H (2.09, 8.23, -2.91)
H (3.03, 8.07, -4.30)
H (5.34, 6.96, -1.97)
H (4.19, 8.36, -1.82)
H (5.18, 8.03, -3.33)
H (0.50, 6.71, -2.17)
H (1.36, 5.45, -2.13)
C (7.63, 1.46, 4.60)
C (6.92, 2.63, 3.97)
C (6.03, 2.26, 2.80)
O (6.86, 1.58, 1.85)
C (6.35, 1.37, 0.50)
N (6.19, 3.30, 5.04)
H (6.87, 0.69, 4.79)
H (8.19, 1.74, 5.49)
H (8.34, 1.03, 3.89)
H (7.75, 3.20, 3.56)
H (5.75, 3.20, 2.31)
H (5.18, 1.66, 3.11)
H (6.03, 2.21, -0.11)
H (5.49, 0.72, 0.63)
H (7.07, 0.82, -0.10)
H (5.41, 2.80, 5.45)
H (6.82, 3.56, 5.79)
C (-1.44, -6.00, 1.47)
C (-2.14, -4.60, 1.32)
C (-1.47, -3.57, 2.20)
O (-1.70, -3.81, 3.62)
C (-1.02, -2.76, 4.32)
N (-2.07, -4.34, -0.06)
H (-1.98, -6.79, 0.96)
H (-1.48, -6.31, 2.51)
H (-0.44, -6.04, 1.03)
H (-3.16, -4.61, 1.70)
H (-1.91, -2.59, 1.99)
H (-0.42, -3.36, 2.01)
H (-1.31, -2.84, 5.37)
H (-1.45, -1.78, 4.13)
H (0.05, -2.61, 4.17)
H (-2.49, -3.43, -0.18)
H (-1.15, -4.17, -0.44)
C (3.26, 3.63, 6.12)
C (3.03, 2.16, 6.25)
C (2.23, 1.60, 5.05)
O (0.84, 1.86, 5.23)
C (0.08, 1.27, 4.13)
N (4.34, 1.50, 6.41)
H (3.79, 4.04, 6.98)
H (2.27, 4.08, 6.10)
H (3.84, 3.87, 5.23)
H (2.48, 1.95, 7.17)
H (2.45, 0.53, 5.05)
H (2.71, 1.98, 4.14)
H (-0.92, 1.69, 4.01)
H (0.06, 0.18, 4.10)
H (0.55, 1.53, 3.18)
H (4.13, 0.54, 6.21)
H (4.62, 1.61, 7.37)
C (2.18, -4.25, 0.44)
C (1.64, -4.20, -1.02)
C (1.43, -5.55, -1.64)
O (2.50, -6.48, -1.47)
C (3.69, -6.13, -2.21)
N (0.54, -3.29, -1.16)
H (2.67, -3.29, 0.62)
H (2.95, -4.99, 0.68)
H (1.36, -4.51, 1.12)
H (2.42, -3.79, -1.67)
H (1.17, -5.45, -2.69)
H (0.52, -6.01, -1.25)
H (4.49, -6.81, -1.91)
H (4.13, -5.15, -2.01)
H (3.54, -6.14, -3.29)
H (0.79, -2.34, -0.90)
H (0.32, -3.16, -2.13)
C (-5.39, -1.24, 9.05)
C (-4.14, -1.75, 8.28)
C (-3.01, -0.65, 8.32)
O (-1.90, -1.15, 7.54)
C (-0.82, -0.26, 7.48)
N (-3.76, -3.01, 8.87)
H (-5.05, -1.01, 10.06)
H (-6.14, -2.00, 9.29)
H (-5.94, -0.41, 8.60)
H (-4.44, -1.91, 7.25)
H (-2.79, -0.35, 9.35)
H (-3.31, 0.29, 7.84)
H (-0.37, -0.10, 8.46)
H (-1.12, 0.73, 7.15)
H (0.02, -0.60, 6.86)
H (-3.81, -2.80, 9.85)
H (-2.78, -3.20, 8.70)
C (-3.63, 4.15, -2.70)
C (-2.42, 3.30, -2.75)
C (-1.76, 3.21, -4.17)
O (-0.43, 2.60, -4.00)
C (0.39, 2.74, -5.18)
N (-1.51, 3.83, -1.75)
H (-3.43, 5.18, -2.98)
H (-4.12, 4.12, -1.73)
H (-4.36, 3.82, -3.45)
H (-2.68, 2.31, -2.39)
H (-1.60, 4.19, -4.61)
H (-2.40, 2.57, -4.78)
H (0.40, 3.81, -5.42)
H (-0.08, 2.29, -6.06)
H (1.39, 2.31, -5.12)
H (-0.62, 3.40, -1.96)
H (-1.20, 4.72, -2.10)
C (-4.96, 3.09, 3.24)
C (-3.71, 2.22, 3.02)
C (-3.73, 0.91, 3.82)
O (-4.49, -0.11, 3.18)
C (-4.58, -1.34, 3.88)
N (-3.59, 1.94, 1.61)
H (-5.00, 3.38, 4.29)
H (-5.87, 2.54, 3.01)
H (-4.88, 4.01, 2.66)
H (-2.84, 2.84, 3.23)
H (-4.20, 1.05, 4.79)
H (-2.71, 0.62, 4.08)
H (-5.04, -1.05, 4.82)
H (-3.62, -1.77, 4.17)
H (-5.22, -2.10, 3.43)
H (-2.68, 1.62, 1.31)
H (-4.18, 1.12, 1.50)
C (3.85, -3.33, 4.51)
C (3.98, -4.15, 5.79)
C (2.65, -5.05, 5.98)
O (1.52, -4.32, 6.45)
C (1.59, -3.89, 7.77)
N (5.10, -5.06, 5.62)
H (4.48, -2.45, 4.34)
H (2.86, -2.88, 4.51)
H (3.85, -3.99, 3.65)
H (4.20, -3.45, 6.60)
H (2.87, -5.79, 6.76)
H (2.50, -5.57, 5.04)
H (1.77, -2.81, 7.77)
H (2.23, -4.46, 8.44)
H (0.60, -3.95, 8.21)
H (5.03, -5.42, 4.68)
H (5.95, -4.52, 5.55)
C (-7.03, 1.01, 0.60)
C (-6.96, 2.10, -0.42)
C (-8.30, 2.71, -0.97)
O (-9.07, 1.73, -1.67)
C (-10.26, 2.36, -2.28)
N (-6.15, 3.16, 0.13)
H (-6.09, 0.85, 1.13)
H (-7.39, 0.18, 0.01)
H (-7.85, 1.29, 1.27)
H (-6.50, 1.54, -1.23)
H (-8.07, 3.39, -1.79)
H (-8.87, 3.24, -0.21)
H (-10.66, 1.68, -3.03)
H (-10.06, 3.30, -2.80)
H (-10.93, 2.59, -1.45)
H (-5.25, 2.82, 0.45)
H (-6.52, 3.53, 0.99)
C (2.94, 3.12, 0.13)
C (3.58, 3.87, -1.00)
C (3.35, 3.19, -2.34)
O (4.11, 2.00, -2.40)
C (4.05, 1.35, -3.65)
N (3.05, 5.19, -0.89)
H (3.22, 3.44, 1.14)
H (3.32, 2.09, 0.17)
H (1.87, 2.96, -0.02)
H (4.64, 3.92, -0.76)
H (3.70, 3.91, -3.07)
H (2.31, 2.95, -2.57)
H (3.00, 1.09, -3.81)
H (4.57, 0.39, -3.68)
H (4.36, 2.00, -4.46)
H (3.40, 5.73, -1.68)
H (3.42, 5.67, -0.08)
C (9.05, -1.85, 4.73)
C (7.85, -2.76, 4.40)
C (7.93, -3.46, 2.98)
O (8.11, -2.47, 1.98)
C (8.07, -2.90, 0.63)
N (7.75, -3.61, 5.54)
H (9.89, -2.54, 4.73)
H (9.07, -1.39, 5.72)
H (9.19, -1.09, 3.96)
H (6.97, -2.11, 4.42)
H (7.00, -3.93, 2.66)
H (8.77, -4.15, 3.02)
H (8.10, -1.99, 0.02)
H (7.18, -3.42, 0.29)
H (8.93, -3.55, 0.47)
H (7.92, -3.01, 6.34)
H (8.60, -4.14, 5.42)
C (-2.88, 6.16, 2.62)
C (-2.08, 5.71, 1.38)
C (-0.91, 4.76, 1.77)
O (0.04, 5.49, 2.51)
C (0.97, 4.70, 3.20)
N (-3.09, 4.84, 0.68)
H (-2.32, 6.85, 3.25)
H (-3.12, 5.27, 3.21)
H (-3.80, 6.67, 2.33)
H (-1.76, 6.50, 0.69)
H (-0.33, 4.31, 0.96)
H (-1.28, 3.93, 2.38)
H (0.52, 4.12, 4.01)
H (1.79, 5.29, 3.61)
H (1.47, 3.88, 2.68)
H (-2.64, 4.43, -0.12)
H (-3.24, 4.08, 1.34)
C (-0.87, -0.02, -7.71)
C (-1.84, -0.64, -8.79)
C (-1.65, 0.04, -10.24)
O (-2.76, -0.17, -11.05)
C (-2.53, 0.21, -12.42)
N (-1.63, -2.05, -8.80)
H (0.09, -0.51, -7.88)
H (-1.28, -0.20, -6.71)
H (-0.81, 1.06, -7.82)
H (-2.84, -0.52, -8.38)
H (-0.79, -0.43, -10.70)
H (-1.44, 1.11, -10.16)
H (-3.13, -0.39, -13.11)
H (-1.49, 0.15, -12.72)
H (-2.87, 1.21, -12.67)
H (-2.00, -2.54, -7.99)
H (-2.32, -2.42, -9.44)

Arrangement 2

Molecular formula: C72H198N18O18
Method: DFT, ωB97M-V with the def2-TZVPD basis set

Summary:
- multiplicity = 1
- LUMO (eV) = 0.24
- net charge = 0

Cartesian coordinates (Å):
C (3.68, 16.16, -9.80)
C (3.54, 14.70, -10.32)
C (2.18, 14.01, -9.94)
O (1.75, 14.10, -8.49)
C (2.66, 13.45, -7.62)
N (3.73, 14.63, -11.78)
H (3.44, 16.29, -8.75)
H (3.04, 16.84, -10.37)
H (4.68, 16.53, -10.05)
H (4.37, 14.10, -9.96)
H (2.10, 12.99, -10.31)
H (1.28, 14.52, -10.30)
H (3.68, 13.67, -7.91)
H (2.52, 12.39, -7.83)
H (2.49, 13.89, -6.64)
H (3.77, 13.64, -11.96)
H (4.67, 15.01, -11.85)
C (-0.38, 17.31, -9.54)
C (-0.63, 18.39, -10.59)
C (0.68, 18.84, -11.25)
O (0.45, 19.81, -12.30)
C (1.35, 20.92, -12.39)
N (-1.56, 17.90, -11.58)
H (-1.25, 17.15, -8.90)
H (0.33, 17.61, -8.77)
H (-0.11, 16.37, -10.01)
H (-1.12, 19.22, -10.09)
H (1.30, 18.04, -11.65)
H (1.25, 19.37, -10.49)
H (1.19, 21.53, -13.28)
H (2.40, 20.65, -12.26)
H (1.18, 21.59, -11.54)
H (-1.03, 17.11, -11.93)
H (-1.49, 18.50, -12.39)
C (4.13, 22.02, -20.36)
C (3.88, 20.67, -19.66)
C (2.81, 20.74, -18.61)
O (3.00, 21.76, -17.63)
C (1.97, 21.82, -16.60)
N (3.61, 19.65, -20.67)
H (4.84, 21.95, -21.18)
H (4.49, 22.87, -19.77)
H (3.17, 22.31, -20.80)
H (4.83, 20.53, -19.15)
H (2.70, 19.84, -18.00)
H (1.79, 20.83, -19.00)
H (0.97, 21.95, -16.99)
H (2.20, 22.58, -15.85)
H (1.94, 20.81, -16.18)
H (4.50, 19.38, -21.07)
H (3.32, 18.82, -20.17)
C (-2.05, 20.69, -7.30)
C (-1.15, 19.52, -6.83)
C (-0.38, 19.91, -5.54)
O (0.57, 20.94, -5.91)
C (1.40, 21.50, -4.94)
N (-2.08, 18.37, -6.53)
H (-2.92, 20.94, -6.69)
H (-2.44, 20.38, -8.27)
H (-1.46, 21.57, -7.55)
H (-0.45, 19.41, -7.66)
H (0.14, 19.03, -5.17)
H (-1.00, 20.32, -4.74)
H (0.93, 21.73, -3.99)
H (1.91, 22.42, -5.24)
H (2.20, 20.81, -4.69)
H (-1.53, 17.71, -5.99)
H (-2.68, 18.63, -5.76)
C (-1.00, 14.54, -12.86)
C (-0.16, 15.26, -13.88)
C (-0.87, 16.13, -14.98)
O (-1.65, 15.29, -15.88)
C (-2.25, 16.00, -16.99)
N (0.76, 16.11, -13.16)
H (-0.33, 13.88, -12.30)
H (-1.76, 13.94, -13.35)
H (-1.48, 15.23, -12.18)
H (0.48, 14.57, -14.43)
H (-0.12, 16.76, -15.47)
H (-1.61, 16.81, -14.58)
H (-2.78, 15.35, -17.69)
H (-1.49, 16.52, -17.57)
H (-2.95, 16.77, -16.67)
H (1.35, 15.60, -12.51)
H (1.38, 16.61, -13.78)
C (-0.46, 24.37, -13.88)
C (0.44, 25.26, -13.04)
C (2.01, 25.10, -13.33)
O (2.35, 23.70, -13.41)
C (3.69, 23.41, -13.26)
N (0.01, 26.61, -13.24)
H (-1.52, 24.50, -13.63)
H (-0.26, 23.30, -13.81)
H (-0.40, 24.55, -14.95)
H (0.32, 24.92, -12.02)
H (2.60, 25.55, -12.53)
H (2.29, 25.61, -14.25)
H (4.20, 23.28, -14.21)
H (3.66, 22.47, -12.72)
H (4.34, 24.11, -12.73)
H (0.20, 26.95, -14.17)
H (0.44, 27.27, -12.60)
C (3.55, 18.58, -14.84)
C (4.31, 17.39, -14.25)
C (4.58, 17.56, -12.72)
O (5.44, 18.76, -12.56)
C (5.51, 19.03, -11.19)
N (3.48, 16.24, -14.46)
H (4.09, 19.52, -14.79)
H (2.66, 18.74, -14.23)
H (3.27, 18.40, -15.88)
H (5.27, 17.18, -14.73)
H (5.07, 16.61, -12.49)
H (3.67, 17.56, -12.13)
H (4.55, 18.79, -10.72)
H (5.89, 20.02, -10.92)
H (6.26, 18.41, -10.71)
H (3.64, 15.83, -15.36)
H (3.84, 15.52, -13.85)
C (-6.26, 19.12, -11.01)
C (-4.83, 19.44, -10.78)
C (-4.57, 20.74, -9.91)
O (-5.37, 21.83, -10.45)
C (-5.12, 22.97, -9.68)
N (-4.13, 18.34, -10.19)
H (-6.27, 18.20, -11.58)
H (-6.70, 19.76, -11.77)
H (-6.89, 19.10, -10.12)
H (-4.37, 19.54, -11.76)
H (-3.51, 21.00, -9.93)
H (-4.82, 20.48, -8.88)
H (-5.99, 23.63, -9.74)
H (-4.28, 23.55, -10.07)
H (-5.09, 22.82, -8.60)
H (-3.15, 18.40, -10.45)
H (-4.50, 17.52, -10.66)
C (-6.28, 12.57, -12.14)
C (-5.08, 13.05, -11.42)
C (-4.84, 14.58, -11.53)
O (-4.71, 14.92, -12.87)
C (-4.34, 16.25, -13.15)
N (-5.17, 12.54, -10.07)
H (-6.98, 13.41, -12.10)
H (-6.77, 11.68, -11.76)
H (-6.09, 12.29, -13.18)
H (-4.19, 12.61, -11.87)
H (-3.90, 14.86, -11.05)
H (-5.64, 15.13, -11.04)
H (-3.28, 16.27, -12.89)
H (-4.84, 17.01, -12.56)
H (-4.45, 16.51, -14.20)
H (-5.76, 13.20, -9.59)
H (-4.24, 12.62, -9.68)
C (-1.37, 15.66, -1.68)
C (-0.06, 15.27, -2.31)
C (0.44, 16.23, -3.53)
O (-0.51, 16.40, -4.57)
C (-0.75, 15.28, -5.35)
N (0.95, 15.12, -1.26)
H (-1.47, 15.10, -0.75)
H (-2.21, 15.52, -2.36)
H (-1.26, 16.72, -1.42)
H (-0.22, 14.26, -2.68)
H (1.42, 15.95, -3.91)
H (0.66, 17.23, -3.16)
H (0.18, 15.02, -5.87)
H (-1.40, 15.61, -6.16)
H (-1.12, 14.43, -4.78)
H (0.50, 14.98, -0.37)
H (1.54, 14.30, -1.32)
C (-2.24, 20.14, -19.27)
C (-3.04, 19.50, -18.05)
C (-2.44, 19.90, -16.71)
O (-1.04, 19.39, -16.55)
C (-0.53, 19.69, -15.26)
N (-4.46, 19.86, -18.27)
H (-2.20, 21.22, -19.21)
H (-2.84, 19.96, -20.16)
H (-1.24, 19.72, -19.34)
H (-3.03, 18.42, -18.13)
H (-3.09, 19.44, -15.98)
H (-2.52, 20.98, -16.55)
H (-1.00, 19.24, -14.39)
H (-0.44, 20.77, -15.13)
H (0.47, 19.27, -15.15)
H (-4.54, 20.86, -18.13)
H (-5.11, 19.48, -17.61)
C (-5.01, 23.86, -16.01)
C (-4.75, 22.55, -15.28)
C (-3.60, 22.59, -14.27)
O (-3.36, 21.34, -13.72)
C (-2.50, 21.42, -12.56)
N (-5.97, 22.14, -14.57)
H (-5.38, 24.65, -15.36)
H (-5.62, 23.75, -16.90)
H (-4.09, 24.33, -16.35)
H (-4.55, 21.71, -15.94)
H (-3.62, 23.39, -13.54)
H (-2.70, 22.80, -14.86)
H (-2.78, 22.21, -11.86)
H (-1.46, 21.59, -12.82)
H (-2.61, 20.48, -12.02)
H (-5.68, 21.44, -13.90)
H (-6.19, 22.96, -14.02)
C (-2.64, 23.91, -21.85)
C (-2.19, 25.25, -21.12)
C (-1.18, 25.14, -19.96)
O (-1.76, 24.25, -18.88)
C (-0.80, 23.68, -18.03)
N (-1.69, 26.23, -22.08)
H (-3.28, 24.07, -22.72)
H (-3.15, 23.22, -21.19)
H (-1.75, 23.43, -22.26)
H (-3.06, 25.68, -20.62)
H (-0.96, 26.13, -19.56)
H (-0.22, 24.77, -20.31)
H (-0.08, 23.09, -18.60)
H (-1.30, 23.05, -17.30)
H (-0.22, 24.49, -17.57)
H (-2.48, 26.73, -22.46)
H (-1.12, 26.97, -21.69)
C (3.56, 27.11, -8.08)
C (2.38, 26.99, -7.06)
C (1.61, 25.65, -6.99)
O (1.08, 25.34, -8.25)
C (0.47, 24.05, -8.31)
N (2.96, 27.19, -5.77)
H (3.23, 26.82, -9.08)
H (4.39, 26.46, -7.80)
H (3.87, 28.15, -8.20)
H (1.69, 27.83, -7.13)
H (0.79, 25.52, -6.28)
H (2.41, 24.94, -6.79)
H (0.31, 23.87, -9.37)
H (-0.48, 24.03, -7.78)
H (1.15, 23.32, -7.87)
H (3.46, 26.33, -5.60)
H (2.12, 27.20, -5.20)
C (3.37, 18.37, -6.71)
C (4.00, 19.14, -7.89)
C (3.50, 20.62, -7.90)
O (4.06, 21.29, -9.04)
C (3.50, 22.59, -9.31)
N (5.45, 19.14, -7.70)
H (3.71, 17.34, -6.68)
H (2.29, 18.27, -6.80)
H (3.63, 18.70, -5.71)
H (3.65, 18.71, -8.83)
H (3.60, 21.13, -6.94)
H (2.43, 20.57, -8.07)
H (3.77, 23.31, -8.54)
H (2.42, 22.54, -9.40)
H (3.83, 22.89, -10.30)
H (5.79, 19.97, -8.16)
H (5.56, 19.38, -6.73)
C (-4.39, 15.54, -6.79)
C (-5.17, 16.36, -7.92)
C (-6.63, 15.96, -8.02)
O (-6.88, 14.64, -8.51)
C (-8.14, 14.01, -8.22)
N (-4.96, 17.74, -7.54)
H (-4.43, 14.46, -6.94)
H (-4.69, 15.83, -5.78)
H (-3.33, 15.77, -6.92)
H (-4.66, 16.12, -8.86)
H (-7.10, 16.58, -8.79)
H (-7.20, 16.27, -7.14)
H (-8.03, 13.82, -7.15)
H (-8.19, 13.00, -8.63)
H (-9.05, 14.56, -8.46)
H (-4.80, 18.20, -8.42)
H (-4.01, 17.79, -7.19)
C (-1.72, 13.56, -9.31)
C (-1.39, 12.23, -8.54)
C (-0.98, 12.34, -7.08)
O (-0.53, 11.09, -6.52)
C (0.07, 11.19, -5.29)
N (-2.52, 11.34, -8.65)
H (-2.73, 13.92, -9.13)
H (-1.68, 13.33, -10.37)
H (-0.97, 14.34, -9.12)
H (-0.55, 11.71, -9.00)
H (-1.74, 12.76, -6.42)
H (-0.18, 13.08, -7.09)
H (1.07, 11.59, -5.44)
H (0.16, 10.17, -4.90)
H (-0.44, 11.84, -4.58)
H (-2.44, 10.74, -9.46)
H (-2.58, 10.73, -7.85)
C (5.61, 27.26, -14.20)
C (6.21, 27.09, -15.57)
C (5.50, 25.91, -16.28)
O (6.08, 24.70, -15.91)
C (5.55, 23.57, -16.64)
N (6.06, 28.35, -16.28)
H (4.54, 27.46, -14.27)
H (6.00, 28.04, -13.55)
H (5.73, 26.33, -13.65)
H (7.27, 26.83, -15.51)
H (5.51, 26.13, -17.35)
H (4.45, 25.85, -16.02)
H (5.56, 23.82, -17.70)
H (4.50, 23.33, -16.47)
H (6.11, 22.65, -16.46)
H (6.23, 29.10, -15.62)
H (6.78, 28.54, -16.97)

Out of the structures above, which one is the most stable? Solution: arrangement 2.